Record 1
Entry from OMol25: a cluster of 3 separate species, C15H33BN2O6PS in total at a distorted geometry (ωB97M-V with the def2-TZVPD basis set).

* F_max: 5.08 eV Å⁻¹
* frontier orbital gap: 5.858 eV
* LUMO: 0.086 Eh
* DFT total energy: -52154.0427 eV
* net charge: -1
* HOMO: -3.51 eV
* 2S+1: 1

```
59
Properties=species:S:1:pos:R:3:forces:R:3
C 2.9229 -2.0997 -1.0955 0.40 -0.13 -0.39
C 3.5112 -0.5805 -0.9147 3.90 0.89 1.62
N 4.8239 -0.4712 -0.4638 -4.77 -0.52 -1.69
C 2.7216 0.8219 -1.2258 0.12 -0.76 -0.62
C 1.5712 1.2321 -0.1320 -2.58 1.76 0.45
C 1.6321 0.5928 1.3933 -0.28 -0.68 -2.33
O 0.8398 -0.6275 1.1232 2.09 -0.08 0.54
B -0.3537 -0.3124 0.2604 1.96 2.22 2.20
C -1.5338 -0.1670 1.3978 -1.08 0.95 0.47
C -2.8218 0.7436 0.9497 -0.40 -0.61 1.82
N -3.9573 -0.1420 0.4103 0.92 -0.03 -0.17
P -0.7414 -1.4741 -1.2216 -0.45 -1.16 -1.54
S -0.0917 -0.7586 -2.9516 0.20 -0.17 -0.72
O 0.1385 0.9125 -0.4410 1.33 0.48 0.16
H 3.7862 -2.9112 -0.9496 -1.64 2.12 -0.26
H 2.0638 -2.3946 -0.3573 1.63 1.10 -1.30
H 2.5080 -2.2120 -2.1839 0.64 0.34 2.03
H 5.1116 0.5310 -0.3914 -0.76 -0.80 -0.22
H 2.3194 0.7424 -2.3446 0.26 0.14 2.65
H 3.4937 1.7313 -1.2512 -1.40 -2.22 0.37
H 1.5833 2.4208 -0.1601 -0.16 -2.93 0.08
H 1.0383 1.1351 2.2583 1.55 -0.32 -1.87
H 2.7801 0.4418 1.5771 -2.32 -0.31 0.33
H -1.8717 -1.2623 1.7244 0.41 2.31 -0.48
H -1.0230 0.3544 2.3398 -1.08 -1.12 -1.85
H -3.2635 1.2244 1.9487 0.83 -0.77 -2.11
H -2.5630 1.6331 0.2341 -0.40 -1.97 1.14
H -3.7759 -0.3921 -0.5953 -0.05 0.12 1.59
H -3.9723 -1.0320 0.9884 0.27 1.47 -1.24
H -0.1616 -2.8044 -1.0277 -0.76 0.68 0.05
H -2.1715 -1.7134 -1.4205 1.50 0.28 0.43
O -2.6959 -3.4646 -0.5354 -1.94 -2.57 -0.73
C -3.3512 -4.4451 -0.8826 0.95 1.60 0.87
O -3.9516 -4.4743 -2.0918 0.29 0.18 -0.30
C -4.5595 -5.6435 -2.6730 -0.08 0.08 0.12
C -5.9991 -5.7840 -2.2229 -0.20 0.07 0.18
C -3.5813 -5.5844 0.0666 0.48 -0.56 0.16
H -3.9655 -6.5397 -2.4710 -0.05 0.12 0.11
H -4.5354 -5.4965 -3.7580 0.17 0.22 0.26
H -6.0700 -5.9259 -1.1414 0.03 -0.08 -0.10
H -6.4758 -6.6369 -2.7160 0.06 0.09 0.04
H -6.5666 -4.8769 -2.4618 0.16 -0.17 -0.05
H -4.4598 -5.3713 0.6816 0.09 -0.04 -0.10
H -2.7042 -5.6778 0.7147 -0.25 0.26 -0.04
H -3.6960 -6.5470 -0.4279 -0.25 0.01 0.00
O 3.0304 3.2580 0.8807 0.97 3.08 0.74
C 3.0416 4.4512 1.1768 -0.07 -2.20 -0.06
O 3.9149 5.2952 0.5865 0.12 0.04 -0.56
C 3.8709 6.7298 0.7059 0.03 -0.11 0.13
C 4.6255 7.1928 1.9351 0.11 -0.05 0.25
C 2.1568 4.9745 2.2701 -0.71 0.13 -0.07
H 2.8408 7.0972 0.6807 0.07 -0.12 0.10
H 4.3619 7.1288 -0.1881 -0.08 -0.34 0.06
H 4.1719 6.8102 2.8530 -0.04 0.10 -0.09
H 4.6436 8.2859 1.9875 0.00 -0.11 -0.02
H 5.6578 6.8243 1.9137 -0.19 0.10 -0.10
H 2.6636 4.8595 3.2320 -0.05 0.04 -0.12
H 1.2331 4.3874 2.2791 0.33 -0.10 0.06
H 1.8555 6.0106 2.1282 0.19 0.09 0.14
```
Forces are in eV/Å.

---

Record 2
Entry from OMol25: a cluster of 12 separate species, C15H33Cl22NO in total (ωB97M-V with the def2-TZVPD basis set).

* F_max: 0.92 eV Å⁻¹
* frontier orbital gap: 9.482 eV
* LUMO: 0.012 Eh
* DFT total energy: -295120.8892 eV
* HOMO: -9.15 eV
* structure (SMILES): COC[C@H](C)N.ClCCl.ClCCl.ClCCl.ClCCl.ClCCl.ClCCl.ClCCl.ClCCl.ClCCl.ClCCl.ClCCl
* 2S+1: 1

```
72
Properties=species:S:1:pos:R:3:forces:R:3
C -2.8663 -2.3701 1.9900 -0.14 0.32 0.20
O -1.7641 -2.3323 1.1115 -0.02 -0.03 -0.10
C -1.2738 -3.6196 0.7968 0.42 -0.13 -0.18
C -0.3214 -4.1449 1.8727 0.27 -0.17 -0.04
C 1.0965 -3.5964 1.6671 -0.53 0.62 0.43
N -0.3867 -5.6072 1.9299 -0.30 0.16 -0.01
H -3.7924 -2.6446 1.4751 0.06 -0.14 -0.09
H -2.7137 -3.0481 2.8336 0.05 -0.10 -0.04
H -2.9968 -1.3672 2.3966 0.03 0.01 -0.05
H -0.7025 -3.5288 -0.1317 -0.11 0.13 -0.07
H -2.0790 -4.3346 0.5937 -0.16 0.06 0.25
H -0.6640 -3.7578 2.8353 -0.11 -0.10 0.06
H 1.4452 -3.6967 0.6456 0.04 -0.20 0.02
H 1.7757 -4.0685 2.3784 0.17 -0.05 -0.10
H 1.0790 -2.5273 1.9010 0.12 0.02 -0.01
H 0.3909 -5.9713 2.4627 0.06 -0.11 -0.06
H -0.3780 -6.0185 1.0043 0.11 0.00 -0.02
C 1.7227 -7.1680 -0.7419 0.03 -0.08 0.07
Cl 2.4101 -5.5436 -0.8427 0.17 -0.17 -0.15
Cl 0.1166 -7.2486 -1.4772 -0.01 -0.02 0.01
H 2.3785 -7.8561 -1.2608 -0.02 0.03 -0.08
H 1.6388 -7.4385 0.3046 -0.03 0.06 0.00
C 1.1383 0.8469 1.3192 -0.15 0.04 -0.09
Cl 1.3564 0.3813 3.0096 -0.09 0.11 -0.09
Cl 2.6115 0.5909 0.3764 0.11 0.01 0.04
H 0.3501 0.2330 0.9003 0.00 -0.09 -0.02
H 0.8724 1.8964 1.2718 0.07 0.02 0.04
C 1.4787 0.8005 -3.5211 0.09 -0.15 0.08
Cl 2.1438 -0.7876 -3.9476 0.01 0.01 0.00
Cl 0.2636 0.6835 -2.2458 -0.09 -0.01 0.05
H 2.2863 1.4296 -3.1723 0.05 -0.04 0.05
H 1.0141 1.2283 -4.3978 -0.06 -0.06 -0.06
C 4.0191 -6.2208 3.2703 0.15 0.06 -0.02
Cl 2.7330 -7.4119 3.0185 -0.01 -0.03 -0.01
Cl 3.7126 -5.1911 4.6714 -0.02 -0.04 -0.08
H 4.9471 -6.7545 3.4338 -0.03 -0.05 0.03
H 4.0886 -5.5965 2.3869 -0.10 0.02 0.00
C 2.6995 4.0175 -5.7365 0.03 0.03 -0.04
Cl 3.3646 2.4370 -6.1698 0.01 0.00 -0.01
Cl 1.4857 3.8857 -4.4580 -0.06 0.30 -0.01
H 3.5056 4.6484 -5.3830 0.02 -0.04 0.05
H 2.2319 4.4500 -6.6123 -0.05 -0.06 -0.01
C -1.4963 -0.7856 -5.0911 -0.02 -0.10 0.03
Cl -1.8866 0.9356 -4.9327 0.04 0.03 -0.06
Cl -1.9868 -1.4305 -6.6606 0.01 -0.01 0.02
H -0.4259 -0.9095 -4.9833 0.03 0.04 -0.04
H -2.0192 -1.3268 -4.3122 -0.06 0.03 -0.01
C -4.6157 3.2431 -5.0515 0.03 0.02 0.05
Cl -3.7971 4.7452 -4.6077 0.03 -0.02 0.03
Cl -5.9306 3.5278 -6.2004 -0.03 -0.08 -0.03
H -3.8957 2.5778 -5.5089 -0.03 0.04 -0.10
H -5.0289 2.7949 -4.1563 -0.06 0.06 0.01
C 2.4480 3.5547 4.8404 0.07 0.03 0.03
Cl 1.2574 4.4298 3.8664 -0.02 -0.03 -0.07
Cl 2.3050 3.9422 6.5641 0.00 0.02 -0.11
H 2.2856 2.4941 4.7018 -0.09 -0.01 0.02
H 3.4394 3.8345 4.5056 -0.01 0.08 0.02
C -0.0332 7.8640 5.1422 0.02 -0.04 0.01
Cl 0.9160 9.3559 5.1665 0.04 -0.02 0.02
Cl -1.6869 8.1448 4.5830 -0.01 -0.04 0.00
H 0.4444 7.1608 4.4724 0.01 0.04 -0.05
H -0.0708 7.4608 6.1466 -0.03 0.06 0.03
C 3.3367 -1.0325 6.4931 -0.01 -0.01 -0.09
Cl 2.8618 0.6673 6.6134 0.07 -0.05 0.25
Cl 2.9280 -1.6759 4.9012 0.12 -0.25 0.15
H 4.4075 -1.1079 6.6385 0.02 0.06 -0.05
H 2.8095 -1.5991 7.2510 -0.09 0.04 -0.02
C -7.2981 6.9872 -6.5072 0.04 -0.02 -0.01
Cl -8.4947 7.8909 -7.4459 0.01 -0.01 -0.04
Cl -7.3579 7.3985 -4.7900 0.03 -0.03 0.01
H -7.4992 5.9297 -6.6154 -0.07 0.00 0.04
H -6.3107 7.2234 -6.8844 0.00 0.06 0.01
```
Forces are in eV/Å.

---

Record 3
Entry from OMol25: a structure of composition C15H33ClMnO5P2S3Te at a distorted geometry (ωB97M-V with the def2-TZVPD basis set).

* F_max: 1.44 eV Å⁻¹
* frontier orbital gap (alpha / beta): 7.305 / 7.016 eV
* LUMO (alpha / beta): -0.248 / -0.261 Eh
* DFT total energy: -128533.9150 eV
* expectation value of S²: 3.79
* net charge: +2
* HOMO (alpha / beta): -14.05 / -14.12 eV
* 2S+1: 4

```
61
Properties=species:S:1:pos:R:3:forces:R:3
Mn -0.9310 -1.0398 -0.3237 0.67 -0.50 0.55
C 1.5713 -4.2325 -2.0734 0.21 0.33 0.26
C 0.3962 -3.6215 -2.8257 -0.18 -0.02 0.02
S -1.1432 -3.0922 -1.9489 0.02 0.08 0.40
C -1.4090 -4.4640 -0.7622 0.02 0.14 -0.25
C -2.2009 -3.9979 0.4410 0.13 0.26 0.03
S -1.4480 -2.5886 1.3243 -0.12 -0.35 0.30
C 0.2073 -3.2186 1.8618 -0.18 0.16 -0.17
C 1.5746 -2.4439 0.0180 0.12 0.35 -0.33
S 2.7180 -3.1122 -1.2066 -0.13 -0.09 -0.01
H 2.2125 -4.6889 -2.8293 -0.04 -0.07 0.00
H 1.2851 -5.0269 -1.3886 -0.04 -0.06 -0.07
H 0.0289 -4.3553 -3.5438 0.01 0.07 -0.07
H 0.7112 -2.7332 -3.3728 -0.01 -0.03 -0.06
H -0.4340 -4.8337 -0.4622 -0.01 -0.03 0.05
H -1.9501 -5.2495 -1.2889 -0.01 -0.03 0.03
H -2.3237 -4.8106 1.1561 -0.03 0.00 0.00
H -3.1908 -3.6378 0.1579 -0.04 -0.06 0.05
H 0.0327 -4.1604 2.3782 -0.02 0.02 0.04
H 0.5226 -2.4540 2.5707 -0.02 -0.02 -0.02
H 2.7005 -0.6496 -0.1229 0.05 -0.07 0.01
H 0.7352 -2.1106 -0.6134 0.05 -0.24 0.01
C -2.4575 5.2289 -0.3181 0.02 -0.17 0.05
C -2.0342 4.4150 0.8823 -0.07 0.38 0.06
O -2.0470 3.0033 0.5087 0.39 -0.30 -0.28
P -1.1167 1.8559 1.0146 -0.61 0.46 0.81
O -1.7642 0.5564 0.7049 0.04 -0.29 -0.36
Te 1.0604 1.8822 -0.2243 -0.11 0.04 -0.47
O -0.8247 2.0460 2.5309 0.04 -0.09 -0.42
C 0.2731 2.7520 3.1718 0.31 0.18 0.34
C 0.5474 2.1002 4.5058 -0.17 -0.06 -0.17
H -2.5626 6.2757 -0.0358 0.02 -0.01 0.04
H -3.4220 4.8743 -0.6796 0.00 0.04 -0.02
H -1.7278 5.1625 -1.1251 -0.05 0.01 -0.01
H -2.7427 4.5326 1.6999 0.04 -0.11 0.05
H -1.0400 4.6926 1.2382 0.02 -0.04 0.00
H -0.0151 3.7958 3.2989 -0.09 -0.05 -0.08
H 1.1544 2.7114 2.5229 -0.04 -0.06 -0.01
H -0.3386 2.1643 5.1354 0.03 -0.02 0.04
H 1.3665 2.6153 5.0049 0.02 0.02 -0.02
H 0.8111 1.0522 4.3691 0.04 0.01 0.03
Cl 4.2984 -2.1851 1.6842 -0.05 0.07 0.01
C 2.8436 -1.1902 1.9249 0.00 -0.04 -0.17
C 2.0329 -1.1025 0.6326 0.10 -0.12 -0.04
O 0.8872 -0.3117 0.7994 -0.76 -0.05 0.07
O 1.1415 -3.4795 0.8639 0.07 -0.15 0.15
H 3.1668 -0.1891 2.2013 -0.01 0.01 0.05
H 2.2814 -1.6149 2.7511 0.00 0.01 -0.01
C 0.8716 3.7937 -1.2470 0.10 0.01 0.02
P -0.2767 0.4815 -1.8832 0.32 1.06 -0.92
C -1.5353 1.5971 -2.5847 0.08 -0.09 0.09
C 0.8949 0.3266 -3.2751 0.06 -0.17 0.23
H 0.3819 3.7340 -2.2158 -0.06 -0.13 0.06
H 1.9000 4.1188 -1.4064 0.01 -0.05 0.04
H 0.3702 4.5453 -0.6417 -0.02 -0.13 0.09
H -1.0982 2.5086 -2.9860 -0.02 0.01 -0.04
H -2.2981 1.8365 -1.8491 -0.04 0.03 0.06
H -2.0084 1.0578 -3.4101 0.02 -0.04 0.01
H 1.1570 1.3131 -3.6571 -0.02 0.01 -0.02
H 0.4030 -0.2323 -4.0741 -0.02 0.01 0.00
H 1.8013 -0.2028 -2.9783 -0.03 -0.05 0.02
```
Forces are in eV/Å.

---

Record 4
Entry from OMol25: a structure of composition C15H33F6N4O9S4V at a distorted geometry (ωB97M-V with the def2-TZVPD basis set).

* F_max: 4.03 eV Å⁻¹
* frontier orbital gap (alpha / beta): 7.628 / 9.730 eV
* LUMO (alpha / beta): -0.084 / -0.084 Eh
* DFT total energy: -125804.3052 eV
* expectation value of S²: 3.75
* net charge: +1
* HOMO (alpha / beta): -9.91 / -12.01 eV
* 2S+1: 4

```
72
Properties=species:S:1:pos:R:3:forces:R:3
V 0.6673 0.4756 0.5097 0.07 -0.70 -1.01
C 0.1764 4.3936 -0.5007 0.36 -0.50 0.37
F 0.2997 5.6413 -1.0148 -0.15 -1.94 0.71
F -0.8554 4.3521 0.3742 0.54 0.09 -1.26
F 0.0219 3.4753 -1.5089 -0.41 1.41 1.08
S 1.7515 3.8468 0.4605 3.82 1.04 -0.76
O 2.7616 3.6010 -0.5873 -2.33 -0.17 1.12
O 2.1219 4.9475 1.3644 -1.72 -2.12 -1.66
N 1.4507 2.2940 1.2485 0.10 3.81 -0.11
S 1.6477 2.5502 2.8406 0.17 2.75 2.58
O 1.1245 3.8047 3.4507 1.29 -3.04 -1.77
O 1.2461 1.3481 3.5021 0.27 -0.86 0.03
C 3.6464 2.6022 3.0400 -0.29 2.34 -0.21
F 3.9684 2.9566 4.2926 -0.58 0.09 -0.53
F 4.1981 1.4400 2.8290 -0.05 -0.97 -0.58
F 4.2272 3.5270 2.1780 -0.99 -1.58 1.27
C 2.1364 -2.6749 2.3603 0.50 -0.35 -0.14
S 3.2835 -1.4693 1.6430 -0.62 0.45 -1.82
O 2.4932 -0.5641 0.6533 1.10 -1.20 1.37
C 4.1519 -2.5924 0.4984 -0.35 -0.20 -0.95
H 1.9445 -2.3173 3.3719 -0.52 -0.10 -0.25
H 2.6258 -3.6479 2.4018 0.38 0.10 0.22
H 1.2813 -2.8368 1.7039 -0.08 0.59 0.26
H 3.4852 -3.1748 -0.1376 -0.77 -0.05 0.47
H 4.8206 -3.3232 0.9532 0.14 0.50 0.38
H 4.6297 -2.0071 -0.2873 0.51 0.44 0.62
C -1.4582 -0.5700 4.3638 0.05 -0.56 -0.79
S -1.4418 -1.0281 2.5789 -1.55 0.07 0.98
O -0.0702 -0.6234 2.1795 0.80 -0.17 -0.18
C -1.4893 -2.8570 2.7559 1.05 0.68 0.90
H -2.2505 -1.0830 4.9090 0.15 -0.20 -0.08
H -1.5798 0.5040 4.5046 0.23 -0.07 -0.37
H -0.4489 -0.9061 4.6012 -0.11 0.21 0.63
H -1.1196 -3.2616 1.8137 -0.88 -0.14 -0.09
H -2.4454 -3.1503 3.1895 -0.30 -0.05 -0.87
H -0.7795 -3.2143 3.5019 0.35 0.39 0.16
C -2.5146 1.6748 0.1817 0.56 0.33 -0.08
O -1.3129 1.3186 0.1853 -1.73 0.10 -0.44
N -3.3837 1.6364 -0.8459 1.85 -1.33 -0.26
C -4.8040 1.9723 -0.7762 0.72 -0.34 -0.42
C -2.9755 1.0759 -2.1539 -0.93 0.91 -0.69
H -2.9643 2.1618 1.0607 0.15 -0.23 0.08
H -4.9113 2.8916 -1.3519 -0.56 0.13 0.38
H -5.1827 1.9859 0.2458 0.16 0.37 -0.14
H -5.2937 1.1613 -1.3154 -0.39 0.13 0.10
H -1.9080 0.9818 -2.3532 -0.14 -0.18 0.69
H -3.5772 0.2163 -2.4489 0.41 -0.74 0.73
H -3.3650 1.7327 -2.9318 0.26 0.74 0.05
C 1.9016 1.2292 -2.6003 -2.29 -0.56 -0.78
O 1.3868 0.8929 -1.5219 0.74 0.10 -0.76
N 1.3792 0.8133 -3.8139 1.19 0.62 1.21
C 1.7757 1.5411 -5.0169 -0.22 0.67 0.16
C 0.4369 -0.3166 -3.9780 1.24 1.36 0.34
H 2.7020 1.9733 -2.7336 -0.08 -0.21 0.52
H 2.5670 2.2569 -4.7939 -0.02 -0.07 0.24
H 0.9105 2.1337 -5.3139 0.00 0.05 -0.35
H 2.1325 0.9838 -5.8831 -0.19 -0.62 0.31
H -0.3237 0.0064 -4.6888 0.02 -0.38 -0.11
H 1.1256 -1.0744 -4.3515 -0.89 -0.71 -0.15
H -0.0100 -0.5448 -3.0104 0.17 -0.20 -0.09
C -0.2652 -2.6837 -0.5769 -0.05 0.29 0.73
O 0.0518 -1.4977 -0.4062 -1.13 -1.34 -0.66
N -1.5054 -3.2043 -0.7828 0.38 -0.17 -1.27
C -1.7619 -4.6392 -1.0356 1.15 0.50 1.03
C -2.6311 -2.3457 -0.8776 -1.50 1.18 0.78
H 0.4787 -3.4772 -0.4062 0.09 -0.02 -0.39
H -2.1926 -4.8817 -2.0071 0.07 0.42 0.01
H -2.3951 -5.0134 -0.2311 -0.19 -0.05 -0.13
H -0.7864 -5.1118 -0.9205 -0.13 -0.37 -0.23
H -2.3138 -1.3229 -0.6743 -0.11 -0.04 0.03
H -3.2920 -2.3425 -1.7444 0.97 -0.32 -0.99
H -3.4011 -2.6417 -0.1653 0.26 0.01 0.82
```
Forces are in eV/Å.